# 1
{"formula": "C4H8O3", "method": "wB97M-V/def2-TZVPD", "spin_multiplicity": 1, "lumo_energy_ev": 0.907, "homo_ev": -10.5, "fmax_ev_per_a": 1.0, "smiles": "C[C@@H](O)COC=O", "orbital_gap_ev": 11.36, "symbols": ["C", "C", "O", "C", "O", "C", "O", "H", "H", "H", "H", "H", "H", "H", "H"], "coordinates": [[-1.6764, 1.0496, -0.4264], [-0.2642, 0.4873, -0.4300], [0.3801, 1.2549, 0.6074], [0.0216, -1.0331, -0.5077], [1.4458, -1.1931, -0.3786], [1.8944, -1.0591, 0.8670], [1.2062, -1.0145, 1.8579], [-2.3699, 0.7917, -1.2360], [-1.3781, 2.0972, -0.4460], [-2.1567, 0.9221, 0.5485], [0.2342, 0.8542, -1.3338], [0.3317, 0.8748, 1.4988], [-0.1776, -1.4260, -1.5144], [-0.4995, -1.6751, 0.2078], [2.9898, -0.9974, 0.8596]], "forces_ev_per_angstrom": [[0.015, 0.104, 0.155], [0.149, 0.187, -0.136], [0.646, -0.527, -0.094], [-0.228, 0.185, 0.137], [0.065, 0.031, 0.216], [-0.077, -0.091, 0.422], [0.434, -0.174, -0.279], [0.369, -0.041, 0.104], [-0.867, 0.261, -0.335], [-0.009, -0.338, -0.154], [-0.046, 0.102, 0.052], [-0.276, -0.301, -0.549], [-0.193, 0.411, 0.270], [0.073, 0.297, 0.124], [-0.054, -0.108, 0.067]], "nbo_charge": [-0.636, 0.076, -0.741, -0.110, -0.494, 0.667, -0.620, 0.210, 0.235, 0.209, 0.175, 0.493, 0.205, 0.201, 0.131]}


# 2
{"formula": "C4H8O3", "method": "wB97M-V/def2-TZVPD", "spin_multiplicity": 1, "lumo_energy_ev": 0.691, "homo_ev": -9.9, "fmax_ev_per_a": 3.1, "smiles": "O=CCCC=O.O", "orbital_gap_ev": 10.64, "symbols": ["C", "C", "C", "O", "C", "O", "H", "H", "H", "H", "H", "H", "H", "H", "O"], "coordinates": [[-0.5076, -0.8745, 1.2256], [-0.0274, -0.0096, 0.0437], [0.7979, 1.1980, 0.3945], [0.5718, 2.3108, -0.0291], [-0.2893, -2.3660, 0.8705], [0.7308, -2.9087, 0.5872], [-1.5535, -0.6939, 1.4619], [-0.1881, -0.6118, 2.2017], [-0.8971, 0.3689, -0.6351], [0.7435, -0.5986, -0.6183], [1.7013, 1.0136, 0.9353], [-1.3426, -2.8144, 0.9966], [-0.6522, 1.8122, -2.5988], [0.6113, 2.4586, -2.1480], [0.3010, 1.7154, -2.6876]], "forces_ev_per_angstrom": [[-0.117, -0.308, -1.435], [0.085, 0.378, -1.706], [-1.063, 0.606, -1.206], [0.044, -0.274, 0.626], [-2.386, 1.011, 1.609], [-0.067, 0.002, -0.226], [-0.524, -0.282, -0.873], [1.733, 0.139, 0.870], [1.589, -0.932, 1.224], [-1.565, 0.782, 1.077], [0.913, -0.257, 0.896], [1.383, -0.792, -0.524], [-0.065, -0.136, -0.150], [0.094, -0.320, -0.089], [-0.054, 0.387, -0.092]], "nbo_charge": [-0.537, -0.516, 0.456, -0.553, 0.473, -0.495, 0.221, 0.242, 0.236, 0.263, 0.116, 0.093, 0.461, 0.483, -0.942]}


# 3
{"formula": "C4H8O3", "method": "wB97M-V/def2-TZVPD", "spin_multiplicity": 1, "lumo_energy_ev": 0.918, "homo_ev": -8.6, "fmax_ev_per_a": 0.4, "orbital_gap_ev": 9.49, "symbols": ["C", "O", "C", "O", "C", "C", "O", "H", "H", "H", "H", "H", "H", "H", "H"], "coordinates": [[1.5882, 0.0722, -2.2085], [1.5165, 0.7157, -0.9373], [0.4745, 0.3543, -0.1664], [-0.3514, -0.4568, -0.5209], [0.4860, 1.0870, 1.1467], [-1.8961, -1.2159, 1.7164], [-3.1220, -1.3755, 1.2724], [0.7062, 0.3093, -2.8096], [2.4891, 0.4623, -2.6836], [1.6562, -1.0125, -2.0884], [1.4564, 0.9591, 1.6353], [0.3464, 2.1583, 0.9671], [-1.3990, -2.1577, 1.3869], [-0.3159, 0.6886, 1.7739], [-3.6350, -0.5884, 1.5160]], "forces_ev_per_angstrom": [[0.048, -0.084, -0.243], [-0.079, -0.011, 0.117], [-0.153, -0.078, 0.022], [0.270, 0.253, 0.119], [-0.068, -0.050, 0.064], [-0.250, -0.309, -0.083], [0.174, 0.251, 0.109], [0.121, -0.049, 0.082], [-0.144, -0.079, 0.052], [-0.016, 0.160, -0.023], [-0.127, 0.017, -0.090], [0.014, -0.166, 0.007], [-0.023, 0.176, 0.036], [0.181, 0.130, -0.111], [0.053, -0.161, -0.056]], "nbo_charge": [-0.263, -0.510, 0.803, -0.610, -0.738, 0.083, -0.643, 0.192, 0.194, 0.194, 0.235, 0.235, 0.075, 0.263, 0.489]}


# 4
{"formula": "C4H8O3", "method": "wB97M-V/def2-TZVPD", "spin_multiplicity": 1, "lumo_energy_ev": 0.803, "homo_ev": -10.3, "fmax_ev_per_a": 0.6, "smiles": "C[C@@H](O)[C@@H](O)C=O", "orbital_gap_ev": 11.11, "symbols": ["C", "C", "O", "C", "O", "C", "O", "H", "H", "H", "H", "H", "H", "H", "H"], "coordinates": [[-1.0090, 0.6889, -1.3458], [-0.6469, -0.4187, -0.3732], [0.2555, -1.2947, -1.0177], [0.0006, 0.0638, 0.9303], [0.1162, -1.0430, 1.7886], [1.3859, 0.6186, 0.6496], [2.3622, 0.1305, 1.1741], [-1.4732, 0.2459, -2.2315], [-1.7189, 1.3919, -0.8948], [-0.1226, 1.2401, -1.6781], [-1.5636, -0.9531, -0.0748], [0.5124, -1.9450, -0.3472], [-0.6179, 0.8568, 1.3836], [1.0430, -1.0518, 2.0872], [1.4762, 1.4696, -0.0503]], "forces_ev_per_angstrom": [[0.004, 0.039, -0.041], [-0.240, 0.249, 0.046], [0.008, -0.235, 0.102], [0.015, 0.109, -0.100], [0.126, 0.027, 0.082], [0.334, -0.178, 0.191], [-0.418, 0.321, -0.214], [0.051, 0.087, 0.129], [0.127, -0.124, -0.069], [-0.144, -0.091, 0.058], [0.162, 0.050, -0.073], [0.011, -0.017, -0.183], [0.098, -0.079, -0.052], [-0.102, -0.041, 0.002], [-0.032, -0.116, 0.122]], "nbo_charge": [-0.630, 0.090, -0.719, -0.039, -0.720, 0.430, -0.535, 0.231, 0.214, 0.208, 0.176, 0.481, 0.189, 0.492, 0.132]}


# 5
{"formula": "C4H8O3", "method": "wB97M-V/def2-TZVPD", "spin_multiplicity": 1, "lumo_energy_ev": 0.277, "homo_ev": -8.2, "fmax_ev_per_a": 0.9, "smiles": "O=C=CO.C=O.C", "orbital_gap_ev": 8.44, "symbols": ["C", "C", "O", "C", "O", "C", "O", "H", "H", "H", "H", "H", "H", "H", "H"], "coordinates": [[-1.0909, -0.4703, 1.4649], [1.8900, -0.1562, 0.9213], [1.6322, -0.6307, -0.1586], [0.4531, 0.8646, -1.2554], [0.8306, 1.8661, -0.7524], [-0.2712, -0.0591, -1.8829], [-1.2122, 0.3819, -2.8098], [-2.1507, -0.2989, 1.2829], [-0.9462, -1.2811, 2.1809], [-0.6432, 0.4540, 1.8413], [2.3523, -0.7814, 1.6977], [1.6011, 0.8819, 1.1733], [-0.0801, -1.1255, -1.8364], [-0.6299, -0.7235, 0.5224], [-1.7350, 1.0783, -2.3891]], "forces_ev_per_angstrom": [[-0.136, 0.098, 0.166], [-0.256, -0.240, -0.119], [0.419, -0.049, 0.421], [-0.014, 0.505, 0.071], [-0.339, -0.734, -0.440], [0.476, 0.195, -0.066], [-0.267, 0.217, 0.083], [-0.012, -0.052, 0.165], [-0.090, 0.108, -0.011], [-0.104, -0.118, 0.022], [0.144, 0.120, 0.014], [0.244, -0.145, -0.113], [0.028, 0.425, 0.048], [-0.064, -0.106, -0.030], [-0.030, -0.224, -0.210]], "nbo_charge": [-0.865, 0.299, -0.502, 0.641, -0.528, -0.203, -0.680, 0.219, 0.212, 0.203, 0.135, 0.147, 0.224, 0.223, 0.474]}


# 6
{"formula": "C4H8O3Pd", "method": "wB97M-V/def2-TZVPD", "spin_multiplicity": 3, "lumo_energy_ev": [0.077, -0.464], "homo_ev": [-5.0, -8.8], "fmax_ev_per_a": 4.1, "orbital_gap_ev": [5.06, 8.32], "symbols": ["O", "C", "O", "C", "C", "O", "C", "Pd", "H", "H", "H", "H", "H", "H", "H", "H"], "coordinates": [[-0.3827, -2.7649, -0.1047], [-1.4709, -2.2377, -0.4633], [-1.4821, -0.8514, -0.5581], [-0.5165, -0.1727, -1.3597], [0.1067, 0.9266, -0.5337], [0.6220, 0.4067, 0.6789], [1.1843, 1.3790, 1.5424], [0.9270, -1.4757, 0.8119], [-2.4199, -2.5432, 0.0139], [-1.0462, 0.2794, -2.2070], [0.2454, -0.8654, -1.7438], [-0.6624, 1.6706, -0.2700], [0.9101, 1.4051, -1.1170], [1.5420, 0.8595, 2.4386], [2.0314, 1.8756, 1.0462], [0.4118, 2.1083, 1.8253]], "forces_ev_per_angstrom": [[2.226, -1.249, 0.637], [-2.041, 0.394, -0.631], [-0.331, 1.507, -0.238], [-0.555, -0.838, 0.235], [-0.438, 0.715, -0.510], [-0.309, 2.951, -0.264], [0.165, 0.277, 0.215], [0.977, -3.864, 0.747], [0.245, 0.054, -0.244], [0.217, 0.051, -0.014], [-0.150, 0.096, 0.109], [0.225, -0.109, -0.110], [-0.123, 0.009, 0.205], [-0.125, 0.130, -0.215], [-0.222, -0.018, 0.156], [0.239, -0.108, -0.078]], "nbo_charge": [-0.803, 0.317, -0.580, -0.113, -0.085, -0.561, -0.251, 0.623, 0.109, 0.195, 0.200, 0.187, 0.181, 0.205, 0.184, 0.193]}


# 7
{"formula": "C4H8O3S", "method": "wB97M-V/def2-TZVPD", "spin_multiplicity": 1, "lumo_energy_ev": 0.575, "homo_ev": -8.9, "fmax_ev_per_a": 6.1, "smiles": "OCC1(S)[C@@H](O)[C@@H]1O", "orbital_gap_ev": 9.45, "symbols": ["C", "C", "C", "C", "H", "H", "H", "H", "H", "H", "H", "H", "O", "O", "O", "S"], "coordinates": [[-1.0193, 1.1421, -0.1047], [-0.2976, -0.1643, -0.1726], [1.2198, -0.1801, -0.6618], [0.8921, -0.6068, 0.7264], [-2.8409, 1.4631, 0.5446], [-1.4631, 1.3836, -1.0956], [-0.2617, 2.1205, 0.3793], [-2.2106, -1.1708, 0.1526], [1.5637, -1.0023, -1.2053], [2.8253, 0.9546, -0.7315], [1.3150, 0.2169, 1.3842], [0.7861, -2.6438, 0.4332], [-2.0290, 0.7968, 0.8881], [1.7579, 1.1252, -0.7075], [1.1264, -1.9000, 1.0066], [-1.3642, -1.5346, -0.8359]], "forces_ev_per_angstrom": [[1.677, 1.304, 2.455], [2.823, -1.208, -1.734], [-2.572, 1.604, 2.186], [-0.231, 2.407, -1.349], [2.903, -2.850, 2.007], [0.385, 0.119, 0.737], [-2.296, -3.033, -1.770], [-0.232, -0.586, -0.279], [0.664, -0.666, -1.655], [-3.892, 0.921, 0.146], [-0.859, -1.699, 0.073], [-0.025, 2.043, 0.535], [-3.595, 4.330, -2.405], [4.366, -1.258, -1.107], [0.277, -2.691, 1.349], [0.608, 1.263, 0.813]], "nbo_charge": [-0.094, -0.209, 0.037, 0.082, 0.470, 0.198, 0.196, 0.172, 0.180, 0.477, 0.208, 0.507, -0.727, -0.705, -0.722, -0.069]}


# 8
{"formula": "C4H8O3S", "method": "wB97M-V/def2-TZVPD", "spin_multiplicity": 1, "lumo_energy_ev": -0.692, "homo_ev": -10.5, "fmax_ev_per_a": 4.5, "orbital_gap_ev": 9.84, "symbols": ["C", "C", "C", "C", "O", "O", "O", "S", "H", "H", "H", "H", "H", "H", "H", "H"], "coordinates": [[-0.2413, -0.3446, -1.2562], [0.5882, 0.0225, -0.2080], [0.8324, 1.3838, 0.0421], [1.1812, -1.0144, 0.6338], [-1.4938, -1.0651, 1.1403], [-1.7116, 1.3160, 0.2680], [-2.8004, -0.5665, -0.8974], [-1.7938, -0.0931, 0.0788], [-0.7633, 0.4071, -1.8145], [-0.3963, -1.3725, -1.3134], [0.4376, 2.0844, -0.6673], [1.8682, 1.5115, 0.3307], [0.2527, 1.6442, 0.8809], [1.2966, -1.9430, 0.0871], [0.5984, -1.1770, 1.5645], [2.1452, -0.7935, 1.1305]], "forces_ev_per_angstrom": [[0.622, 0.960, 2.022], [0.233, -1.555, -2.132], [1.245, 1.890, 0.543], [1.098, -0.724, 1.684], [-0.887, 2.026, -1.026], [-0.873, 0.392, 0.768], [1.637, 0.948, 1.624], [-3.022, -3.354, -0.270], [0.489, -0.040, -1.045], [-0.291, -1.549, -1.143], [0.360, 0.138, -0.783], [0.299, 0.389, -0.216], [-0.398, 0.302, 1.635], [-0.183, -0.237, 0.145], [-0.231, -0.049, -0.902], [-0.098, 0.464, -0.904]], "nbo_charge": [-0.572, 0.278, -0.714, -0.715, -0.924, -0.933, -0.901, 2.396, 0.265, 0.246, 0.247, 0.244, 0.295, 0.236, 0.308, 0.244]}


What is the formula in the third record? C4H8O3


Number 4 is which compound? C4H8O3